Density functional theory data (wB97M-V/def2-TZVPD) for a 6-piece molecular cluster, C24H58N2O6 overall.

```
! RIJCOSX wB97M-V def2-TZVPD def2/J DEFGRID3
* xyz 0 1
C -9.8916 -7.2647 -13.1017
C -10.2330 -8.6616 -13.6549
C -11.2493 -8.4117 -14.7270
C -8.9965 -9.3235 -14.3046
C -7.9795 -9.8732 -13.3187
C -8.6347 -10.9692 -12.4779
C -9.8273 -10.3373 -11.7454
C -10.6986 -11.3869 -11.0777
C -9.4191 -9.2594 -10.6411
N -10.7249 -9.6860 -12.7774
O -11.9651 -9.3211 -12.2181
H -10.3682 -6.5572 -13.7537
H -10.3622 -7.0218 -12.1456
H -8.8185 -7.0174 -13.1246
H -12.1126 -7.9280 -14.2755
H -10.8400 -7.6234 -15.3600
H -11.5530 -9.2777 -15.2929
H -9.3032 -10.2160 -14.8819
H -8.6261 -8.5233 -14.9886
H -7.0906 -10.3106 -13.8761
H -7.5706 -9.1436 -12.6956
H -7.9294 -11.4626 -11.7708
H -9.1004 -11.7451 -13.0817
H -11.2076 -11.9381 -11.8253
H -11.4447 -10.9019 -10.4122
H -10.0702 -12.0900 -10.4671
H -8.7461 -9.6698 -9.8438
H -10.2827 -8.9300 -10.0479
H -8.9048 -8.4273 -11.1058
H -11.8277 -8.5695 -11.6340
C -11.5748 -3.6358 -12.2448
C -12.3325 -4.2036 -11.0295
C -13.4647 -3.1466 -10.6108
C -12.9837 -5.4679 -11.5129
C -13.4723 -6.4400 -10.4434
C -12.3175 -6.6928 -9.4597
C -11.5785 -5.4666 -8.8517
C -12.3630 -4.7948 -7.7403
C -10.2569 -5.8786 -8.2718
N -11.3578 -4.5140 -10.0543
O -10.8512 -3.2792 -9.5064
H -12.3108 -3.4203 -13.0224
H -10.9462 -2.7484 -12.0618
H -10.8807 -4.4238 -12.5475
H -14.1394 -3.6199 -9.9042
H -13.0486 -2.2513 -10.1701
H -13.9507 -2.9544 -11.5766
H -13.7813 -5.2798 -12.1763
H -12.1403 -5.9495 -12.1243
H -14.3464 -6.1070 -9.8455
H -13.7384 -7.3993 -10.8597
H -11.5987 -7.4349 -9.8490
H -12.7528 -7.1515 -8.5414
H -12.6332 -5.5645 -7.0197
H -13.2961 -4.4325 -8.1793
H -11.9400 -3.9248 -7.1759
H -9.6221 -5.0311 -8.0601
H -9.6878 -6.5390 -8.9372
H -10.3641 -6.4234 -7.3503
H -9.9199 -3.3657 -9.6557
C -14.4302 -10.6772 -14.9579
C -15.0742 -9.3492 -15.3994
O -16.3176 -9.6444 -15.9990
H -14.2001 -11.2606 -15.8193
H -15.1330 -11.3898 -14.4672
H -13.4729 -10.4189 -14.4246
H -14.3295 -8.8540 -16.0557
H -15.2660 -8.7666 -14.5221
H -16.7149 -8.8959 -16.4332
C -18.8480 -9.3054 -20.0568
C -18.4134 -8.8785 -18.6923
O -17.0110 -8.8623 -18.5886
H -18.4553 -8.5383 -20.7097
H -19.9102 -9.3846 -19.9994
H -18.4273 -10.3021 -20.2712
H -18.7759 -9.4368 -17.7803
H -18.6420 -7.8494 -18.4990
H -16.6855 -9.8016 -18.5607
C -13.7962 -12.8490 -18.4063
C -14.6183 -13.7779 -19.3616
O -15.6074 -14.4537 -18.5742
H -13.2154 -12.0281 -18.8848
H -13.2229 -13.5015 -17.7829
H -14.5447 -12.3123 -17.8765
H -13.9217 -14.6020 -19.7052
H -15.0830 -13.3162 -20.2663
H -16.1937 -13.8016 -18.1748
O -17.1426 -12.3802 -16.5648
H -17.3369 -13.1513 -15.9852
H -17.0545 -11.5797 -16.0514
*
```

Summary:
* HOMO energy: -8.6 eV
* F_max: 3.48 eV/Å
* calculated total energy: -1510.01419 Eh
* energy above the lowest of the compared OMol25 structures with the same formula, charge and spin: 1.2 kcal/mol
* HOMO-LUMO gap: 9.17 eV

Quick look at the Mulliken charges, all values in e: number 1, C, carries -1.820; number 2, C, carries 2.302; number 3, C, carries -2.527; number 4, C, carries -1.391; number 5, C, carries -0.611; number 6, C, carries -1.081; number 7, C, carries 1.521; number 8, C, carries -1.972; number 9, C, carries -1.576; number 10, N, carries 0.396; number 11, O, carries -0.450; number 12, H, carries 0.598; number 13, H, carries 0.312; number 14, H, carries 0.269; number 15, H, carries 0.462; number 16, H, carries 0.542; number 17, H, carries 0.476; number 18, H, carries 0.352; number 19, H, carries 0.379; number 20, H, carries 0.350; number 21, H, carries 0.360; number 22, H, carries 0.368; number 23, H, carries 0.377; number 24, H, carries 0.480; number 25, H, carries 0.301; number 26, H, carries 0.377; number 27, H, carries 0.447; number 28, H, carries 0.357; number 29, H, carries 0.314; number 30, H, carries 0.174; number 31, C, carries -1.529; number 32, C, carries 1.144; number 33, C, carries -1.659; number 34, C, carries -0.450; number 35, C, carries -1.173; number 36, C, carries 0.359; number 37, C, carries 1.746; number 38, C, carries -1.537; number 39, C, carries -1.878; number 40, N, carries 0.299; number 41, O, carries -0.563; number 42, H, carries 0.359; number 43, H, carries 0.364; number 44, H, carries 0.303; number 45, H, carries 0.362; number 46, H, carries 0.369; number 47, H, carries 0.435; number 48, H, carries 0.693; number 49, H, carries -0.485; number 50, H, carries 0.450; number 51, H, carries 0.576; number 52, H, carries -1.300; number 53, H, carries 0.575; number 54, H, carries 0.455; number 55, H, carries 0.305; number 56, H, carries 0.257; number 57, H, carries 0.450; number 58, H, carries 0.249; number 59, H, carries 0.407; number 60, H, carries 0.352; number 61, C, carries -0.410; number 62, C, carries -0.098; number 63, O, carries -0.465; number 64, H, carries -0.075; number 65, H, carries 0.387; number 66, H, carries -0.087; number 67, H, carries 0.252; number 68, H, carries 0.313; number 69, H, carries 0.212; number 70, C, carries -0.960; number 71, C, carries -0.277; number 72, O, carries -0.514; number 73, H, carries 0.257; number 74, H, carries 0.339; number 75, H, carries 0.290; number 76, H, carries 0.272; number 77, H, carries 0.325; number 78, H, carries 0.262; number 79, C, carries -0.375; number 80, C, carries -0.332; number 81, O, carries -0.493; number 82, H, carries 0.316; number 83, H, carries 0.278; number 84, H, carries -0.194; number 85, H, carries 0.230; number 86, H, carries 0.256; number 87, H, carries 0.288; number 88, O, carries -0.591; number 89, H, carries 0.289; number 90, H, carries 0.284

Density functional theory data (wB97M-V/def2-TZVPD) for a 9-piece molecular cluster, C24H59Cl4N4O13P2 overall.

```
! RIJCOSX wB97M-V def2-TZVPD def2/J DEFGRID3
* xyz -1 1
C -0.7836 -0.0802 1.6076
C -0.8279 0.4374 0.0936
O -0.4772 -0.5517 -0.8761
H -1.2996 0.7083 2.1553
H 0.2734 -0.1353 1.8683
H -1.3671 -0.9982 1.6770
H -0.0716 1.2222 0.0884
H -1.8163 0.8897 0.0117
C -7.7469 0.3260 3.4646
C -6.4316 1.1014 3.5862
O -6.4178 2.2961 3.4085
N -5.2290 0.4617 3.6062
C -4.0000 1.0482 3.0728
H -8.4929 0.8318 4.0776
H -7.7500 -0.6832 3.8764
H -8.1078 0.2419 2.4395
H -5.2155 -0.5121 3.8742
H -3.2687 1.2531 3.8547
H -4.0283 2.0212 2.5823
H -3.4538 0.2891 2.5129
C 4.8722 1.6650 4.6728
C 3.7025 1.5674 3.6944
O 3.6841 0.7807 2.7549
N 2.7535 2.5458 3.8982
C 1.3945 2.6793 3.2619
H 5.6839 1.9481 4.0026
H 5.0863 0.6519 5.0133
H 4.7815 2.2601 5.5815
H 2.9692 3.1491 4.6789
H 0.6843 2.3556 4.0228
H 1.3955 2.1321 2.3192
H 1.1426 3.7318 3.1325
C 3.6937 4.8413 0.6106
C 3.2711 4.2379 -0.7518
O 4.1170 3.8848 -1.5414
N 1.9689 4.1816 -0.9462
C 1.3792 3.6787 -2.1424
H 4.7438 5.1331 0.5941
H 3.5543 4.1812 1.4668
H 3.0367 5.6680 0.8807
H 1.3567 4.8157 -0.4531
H 0.4377 3.1359 -2.0587
H 2.0876 3.1967 -2.8163
H 1.2440 4.5984 -2.7116
C 2.9406 0.7253 -0.3026
C 3.0538 0.7767 -1.7816
O 4.0532 1.2301 -2.3071
N 1.9567 0.4710 -2.4499
C 1.8057 0.6628 -3.9104
H 3.5160 -0.1474 0.0063
H 1.8780 0.5440 -0.1410
H 3.3172 1.5406 0.3152
H 1.1369 0.1782 -1.9379
H 0.7163 0.6344 -3.8861
H 2.1373 -0.1140 -4.5995
H 2.2242 1.5946 -4.2908
C 6.0883 -4.4713 -0.0669
O 5.4095 -3.5319 0.6575
P 4.9238 -4.0614 2.1123
O 5.1577 -5.4648 2.3808
O 5.7050 -2.9647 3.0447
C 7.0228 -3.0550 3.5855
O 3.3800 -3.6732 2.1486
C 2.9229 -2.3783 1.9145
H 5.8927 -5.5370 0.0520
H 7.1324 -4.3868 -0.3683
H 5.5204 -4.4465 -0.9970
H 6.9156 -2.7875 4.6368
H 7.6509 -2.3293 3.0688
H 7.4182 -4.0693 3.5327
H 2.7677 -2.2721 0.8409
H 3.6377 -1.6172 2.2274
H 1.9161 -2.1856 2.2852
C -4.1574 -2.8636 -2.8690
O -3.9943 -2.5667 -4.2810
P -4.3676 -1.1458 -4.9726
O -4.2987 -1.1074 -6.4821
O -5.8472 -0.7524 -4.3106
C -6.9235 -1.5404 -4.6022
O -3.4199 -0.1480 -4.2416
C -2.0858 -0.3154 -4.2408
H -4.1589 -1.9152 -2.3318
H -3.2768 -3.3764 -2.4821
H -5.0561 -3.3411 -2.4786
H -7.7528 -1.1379 -4.0205
H -6.7918 -2.5467 -4.2046
H -7.1209 -1.5232 -5.6740
H -1.4276 0.2112 -4.9319
H -1.8446 -1.3024 -4.6355
H -1.7161 -0.2009 -3.2219
Cl 0.1137 -4.9229 1.5336
C -0.7303 -3.6218 0.6601
C -1.0723 -4.2041 -0.6709
Cl -2.4898 -5.1727 -0.5848
H -0.1309 -2.7136 0.5962
H -1.5476 -3.2515 1.2790
H -0.3671 -4.9296 -1.0765
H -1.1896 -3.3555 -1.3448
Cl -3.7255 3.6731 -0.7268
C -3.3060 2.4330 -1.8768
C -3.7516 2.8759 -3.2810
Cl -5.5223 2.7812 -3.5464
H -3.8081 1.5276 -1.5359
H -2.2170 2.3903 -1.8573
H -3.3032 2.1300 -3.9373
H -3.4390 3.8807 -3.5651
*
```

Summary:
* HOMO energy: -4.7 eV
* F_max: 4.99 eV/Å
* calculated total energy: -4670.62355 Eh
* HOMO-LUMO gap: 6.76 eV

Here are the Mulliken charges for atoms 1 to 99, given in e: number 1, C, carries -0.457; number 2, C, carries 0.823; number 3, O, carries -0.911; number 4, H, carries 0.137; number 5, H, carries -0.179; number 6, H, carries 0.020; number 7, H, carries -0.299; number 8, H, carries -0.091; number 9, C, carries -1.018; number 10, C, carries 0.632; number 11, O, carries -0.613; number 12, N, carries -0.185; number 13, C, carries -0.790; number 14, H, carries 0.299; number 15, H, carries 0.343; number 16, H, carries 0.243; number 17, H, carries 0.220; number 18, H, carries 0.320; number 19, H, carries 0.361; number 20, H, carries 0.182; number 21, C, carries -1.110; number 22, C, carries 0.605; number 23, O, carries -0.546; number 24, N, carries -0.162; number 25, C, carries -0.658; number 26, H, carries 0.252; number 27, H, carries 0.270; number 28, H, carries 0.385; number 29, H, carries 0.212; number 30, H, carries 0.360; number 31, H, carries 0.061; number 32, H, carries 0.316; number 33, C, carries -1.097; number 34, C, carries 0.724; number 35, O, carries -0.590; number 36, N, carries -0.059; number 37, C, carries -0.939; number 38, H, carries 0.312; number 39, H, carries 0.054; number 40, H, carries 0.398; number 41, H, carries 0.279; number 42, H, carries 0.117; number 43, H, carries 0.239; number 44, H, carries 0.567; number 45, C, carries 0.406; number 46, C, carries 0.387; number 47, O, carries -0.699; number 48, N, carries 0.277; number 49, C, carries -1.010; number 50, H, carries -0.002; number 51, H, carries -0.243; number 52, H, carries 0.044; number 53, H, carries 0.029; number 54, H, carries 0.245; number 55, H, carries 0.299; number 56, H, carries 0.350; number 57, C, carries -0.923; number 58, O, carries -0.243; number 59, P, carries 1.019; number 60, O, carries -0.770; number 61, O, carries -0.227; number 62, C, carries -0.744; number 63, O, carries -0.273; number 64, C, carries -0.642; number 65, H, carries 0.362; number 66, H, carries 0.299; number 67, H, carries 0.334; number 68, H, carries 0.233; number 69, H, carries 0.280; number 70, H, carries 0.324; number 71, H, carries 0.290; number 72, H, carries 0.426; number 73, H, carries 0.239; number 74, C, carries -0.263; number 75, O, carries -0.368; number 76, P, carries 0.781; number 77, O, carries -0.725; number 78, O, carries -0.189; number 79, C, carries -0.777; number 80, O, carries -0.018; number 81, C, carries -1.082; number 82, H, carries 0.215; number 83, H, carries -0.058; number 84, H, carries 0.343; number 85, H, carries 0.221; number 86, H, carries 0.291; number 87, H, carries 0.305; number 88, H, carries 0.312; number 89, H, carries 0.575; number 90, H, carries 0.342; number 91, Cl, carries -0.233; number 92, C, carries 0.336; number 93, C, carries -0.146; number 94, Cl, carries -0.236; number 95, H, carries -0.442; number 96, H, carries 0.319; number 97, H, carries 0.378; number 98, H, carries -0.007; number 99, Cl, carries -0.220

Question: HOMO energy of number 1 (C24H58N2O6)?
Answer: -8.6 eV